Record 1
36
Properties=species:S:1:pos:R:3:mulliken_charge:R:1 method="wB97M-V/def2-TZVPD" lumo_energy_ha=0.246 total_charge=-3 e_homo_ha=0.151 gap_ev=2.578
C 2.819 1.719 3.270 -0.456
C 1.849 2.466 4.044 -0.275
C 0.305 1.969 3.970 -1.004
C 0.200 0.944 2.745 0.673
C 0.373 -0.579 2.950 -0.429
C 0.287 -1.481 1.701 -0.551
C 0.038 -0.907 0.262 0.285
N 0.006 -1.853 -0.809 -0.568
C -0.205 -1.216 -2.078 0.411
P -0.253 -2.300 -3.641 0.076
C 0.959 -1.491 -4.899 -1.118
C 0.684 -3.884 -3.083 -1.015
C -0.418 0.294 -2.235 -0.299
N -0.399 1.272 -1.193 -0.406
C -0.142 0.612 0.049 0.550
C -0.045 1.521 1.329 -0.390
Br -0.267 3.494 1.068 -0.198
H 3.420 2.154 2.408 0.209
H 2.968 0.612 3.533 0.206
H 2.183 3.359 4.686 0.291
H 0.072 1.429 4.965 0.300
H -0.411 2.839 3.792 0.356
H 0.566 -0.938 4.013 0.210
H 0.393 -2.618 1.820 0.207
H 1.820 -1.016 -4.297 0.276
H 1.376 -2.280 -5.633 0.393
H 0.358 -0.730 -5.492 0.280
H 0.006 -4.606 -2.519 0.272
H 1.590 -3.535 -2.481 0.244
H 1.079 -4.410 -4.017 0.356
H -0.613 0.683 -3.298 0.093
O -4.261 2.143 -1.656 -0.765
P -4.126 1.695 -0.187 0.694
O -5.467 1.893 0.547 -0.870
O -3.027 2.535 0.503 -0.412
O -3.718 0.209 -0.137 -0.628

=====

Record 2
16
Properties=species:S:1:pos:R:3:mulliken_charge:R:1 method="wB97M-V/def2-TZVPD" lumo_energy_ha=-0.012 e_homo_ha=-0.325 smiles="NC(=O)CCCS" gap_ev=8.509
N -1.706 -1.079 1.968 -0.391
C -1.418 -0.152 0.953 0.398
O -2.089 0.101 -0.083 -0.582
C -0.087 0.416 1.241 -0.645
C 1.115 -0.407 0.683 -0.473
C 1.097 -0.631 -0.760 -0.612
S 1.341 0.902 -1.890 -0.434
H -2.655 -1.405 2.042 0.243
H -0.864 -1.689 2.281 0.237
H 0.039 0.505 2.302 0.411
H -0.012 1.308 0.587 0.300
H 1.088 -1.340 1.144 0.386
H 2.091 0.101 1.074 0.248
H 0.235 -1.290 -1.090 0.302
H 1.915 -1.163 -1.151 0.402
H 1.123 1.924 -2.765 0.209

=====

Record 3
12
Properties=species:S:1:pos:R:3:mulliken_charge:R:1 method="wB97M-V/def2-TZVPD" lumo_energy_ha="-0.003 / -0.003" e_homo_ha="-0.308 / -0.308" gap_ev="8.299 / 8.299"
C -0.628 -0.995 0.415 0.463
C -1.327 -0.614 -0.903 0.494
N -0.098 0.869 1.077 -0.299
N -0.563 0.046 -1.895 -0.329
O -0.684 -1.811 1.216 -0.334
O -2.538 -0.734 -0.970 -0.519
O 0.940 1.395 0.249 -0.284
Si 1.499 0.643 1.632 0.525
H 0.437 0.213 -1.952 0.223
H -1.072 0.142 -2.708 0.233
H 1.947 1.482 2.682 -0.113
H 2.087 -0.636 1.157 -0.062

=====

Record 4
36
Properties=species:S:1:pos:R:3:mulliken_charge:R:1 method="wB97M-V/def2-TZVPD" lumo_energy_ha="-0.394 / -0.532" total_charge=+3 e_homo_ha="-0.675 / -0.675" s2=9.75 multiplicity=6 gap_ev="7.669 / 3.881"
C -2.825 -1.582 -2.007 -1.046
C -2.380 -0.512 -0.875 -0.190
C -1.794 -1.255 0.424 -0.439
Br -2.810 -0.657 2.059 -0.005
C -0.171 -1.200 0.568 0.451
P 0.510 -1.657 -1.167 0.415
O 0.572 -3.372 -1.227 -0.412
Cl 2.506 -1.022 -1.400 -0.171
O 0.151 -2.447 1.348 -0.170
S 1.467 -2.102 2.407 1.276
O 1.583 -2.931 3.663 -0.545
O 2.784 -2.149 1.718 -0.432
O 0.856 -0.532 2.817 -0.775
C 0.554 -0.033 1.435 -0.087
C 0.055 1.482 1.339 -0.913
C 0.422 2.021 -0.123 -0.317
C 1.919 2.581 -0.275 -0.702
C 1.982 3.327 -1.714 0.591
O 2.531 2.721 -2.677 -0.024
O 1.394 4.571 -1.792 -0.307
H -3.694 -1.190 -2.639 0.374
H -3.147 -2.579 -1.544 0.326
H -1.986 -1.811 -2.733 0.284
H -1.664 0.215 -1.364 0.046
H -3.320 0.068 -0.569 0.571
H -2.064 -2.364 0.293 0.626
H 0.726 -3.599 -2.179 0.400
H 1.627 0.055 1.027 0.238
H 0.576 2.066 2.178 0.504
H -1.056 1.625 1.506 0.174
H 0.299 1.184 -0.883 -0.129
H -0.295 2.847 -0.435 0.726
H 2.233 3.296 0.562 0.385
H 2.669 1.715 -0.284 0.368
H 0.802 4.645 -1.001 0.443
Dy -1.011 -1.426 3.542 1.466

=====

Record 5
117
Properties=species:S:1:pos:R:3:mulliken_charge:R:1 method="wB97M-V/def2-TZVPD" lumo_energy_ha="0.132 / 0.125" total_charge=-2 e_homo_ha="-0.094 / -0.072" gap_ev="6.142 / 5.366"
Cs 1.866 2.765 -1.491 1.752
C -1.558 0.057 2.054 -0.552
Sb -0.722 1.226 0.419 -2.555
C -0.320 2.851 1.766 -0.103
C -0.469 4.173 1.225 0.960
C -0.353 5.358 1.974 -0.762
C -0.373 6.577 1.318 -0.797
C -0.492 6.607 -0.062 -1.199
C -0.653 5.397 -0.729 -0.964
N -0.681 4.230 -0.108 0.928
Si 0.930 2.540 3.131 -0.051
C 1.643 0.798 3.081 -0.862
C 2.388 3.702 2.898 -1.113
C 0.148 2.821 4.827 -1.302
C -2.636 1.462 -0.701 2.431
C -2.181 1.770 -2.117 -0.857
C -2.929 2.525 -3.022 -1.080
C -2.437 2.746 -4.297 -0.996
C -1.225 2.191 -4.670 -0.961
C -0.569 1.412 -3.734 -0.393
N -1.029 1.205 -2.506 0.600
Si -3.946 2.632 0.020 1.131
C -5.719 2.084 -0.383 -1.388
C -3.883 4.400 -0.633 -1.509
C -3.907 2.705 1.900 -0.789
Si -3.295 -0.332 -0.854 1.177
C -4.346 -0.905 0.616 -1.556
C -4.383 -0.501 -2.383 -1.387
C -1.915 -1.579 -1.116 -0.759
H -0.782 -0.040 2.811 0.237
H -1.829 -0.941 1.719 0.156
H -2.422 0.542 2.504 0.206
H -0.221 5.312 3.048 0.497
H -0.267 7.496 1.883 0.417
H -0.445 7.518 -0.641 0.498
H -0.763 5.374 -1.804 1.004
H 1.704 0.365 2.077 -0.027
H 1.099 0.098 3.719 0.294
H 2.666 0.853 3.467 0.543
H 2.904 3.474 1.961 0.339
H 3.103 3.554 3.715 0.392
H 2.115 4.755 2.864 0.367
H -0.820 2.318 4.887 0.336
H -0.009 3.882 5.035 0.359
H 0.790 2.415 5.614 0.359
H -3.881 2.950 -2.731 0.346
H -2.991 3.369 -4.988 0.381
H -0.777 2.391 -5.632 0.498
H 0.390 0.950 -3.956 0.317
H -5.916 2.105 -1.458 0.322
H -6.394 2.809 0.085 0.379
H -5.979 1.094 -0.006 0.303
H -4.843 4.644 -1.100 0.477
H -3.100 4.576 -1.362 0.316
H -3.725 5.100 0.192 0.467
H -4.328 1.807 2.358 0.330
H -4.532 3.552 2.200 0.456
H -2.906 2.865 2.304 -0.073
H -4.297 -0.248 1.483 0.397
H -3.999 -1.891 0.937 0.517
H -5.393 -0.999 0.320 0.452
H -5.261 0.147 -2.357 0.305
H -4.731 -1.538 -2.431 0.401
H -3.828 -0.289 -3.298 0.280
H -1.152 -1.637 -0.337 -0.091
H -1.399 -1.369 -2.055 0.106
H -2.387 -2.567 -1.194 0.497
F 1.770 6.165 -5.002 -0.488
Te 1.854 5.751 -3.132 1.802
F 2.653 5.055 -1.155 -0.760
F 3.550 4.940 -3.611 -0.470
F 2.913 7.468 -2.939 -0.526
F 0.159 6.930 -3.018 -0.618
O 0.895 4.174 -3.349 -0.982
O 1.303 -1.393 0.221 0.642
C 1.871 -0.763 -0.712 0.739
O 2.193 0.442 -0.707 -0.998
C 2.159 -1.569 -1.988 -1.130
C 1.687 -3.025 -1.960 -0.811
Ge 2.102 -4.010 -0.310 1.724
C 3.603 -3.302 0.727 0.228
C 4.756 -2.887 0.065 -0.182
C 5.837 -2.361 0.761 -0.725
C 5.786 -2.257 2.143 -0.444
C 4.650 -2.680 2.819 -0.700
C 3.571 -3.196 2.115 -0.135
C 0.583 -4.638 0.777 -0.329
C 0.050 -3.930 1.857 0.619
C -1.007 -4.446 2.598 -0.738
C -1.574 -5.668 2.263 -0.501
C -1.070 -6.378 1.185 -0.748
C 0.005 -5.870 0.465 -0.175
C 2.855 -5.776 -0.879 -0.344
C 3.067 -6.151 -2.203 -0.417
C 3.633 -7.380 -2.534 -0.698
C 4.005 -8.265 -1.535 -0.423
C 3.808 -7.912 -0.205 -0.745
C 3.242 -6.685 0.109 -0.146
H 3.229 -1.494 -2.197 0.298
H 1.668 -1.029 -2.803 0.214
H 2.082 -3.562 -2.826 0.473
H 0.597 -3.062 -2.034 0.216
H 4.818 -2.960 -1.016 0.302
H 6.714 -2.024 0.221 0.387
H 6.622 -1.837 2.689 0.358
H 4.595 -2.593 3.898 0.397
H 2.682 -3.494 2.660 0.247
H 0.449 -2.957 2.104 -0.054
H -1.399 -3.875 3.431 0.403
H -2.407 -6.058 2.836 0.360
H -1.505 -7.330 0.905 0.401
H 0.397 -6.455 -0.360 0.366
H 2.784 -5.483 -3.009 0.226
H 3.782 -7.641 -3.575 0.403
H 4.447 -9.222 -1.787 0.349
H 4.096 -8.593 0.588 0.396
H 3.097 -6.429 1.155 0.337

=====

Record 6
41
Properties=species:S:1:pos:R:3:mulliken_charge:R:1 method="wB97M-V/def2-TZVPD" lumo_energy_ha=-0.100 total_charge=+1 e_homo_ha=-0.473 gap_ev=10.140
Ag 0.848 0.079 -0.627 0.515
C 1.634 -1.392 3.377 -0.428
C 1.747 -0.259 2.373 -0.310
O 2.016 -0.779 1.113 -0.527
O 1.529 -0.758 4.659 -0.534
H 2.565 -1.914 3.310 0.315
H 0.814 -1.949 3.239 0.362
H 2.583 0.413 2.627 0.371
H 0.921 0.402 2.272 0.207
H 2.991 -1.093 1.169 0.311
H 1.623 -1.434 5.354 0.303
C -1.369 3.499 0.679 -0.731
C -0.904 2.115 0.339 0.207
O 0.527 2.271 0.176 -0.477
O -2.783 3.537 1.112 -0.527
H -0.987 4.221 -0.075 0.264
H -0.795 3.955 1.531 0.328
H -1.329 1.798 -0.578 0.207
H -1.135 1.474 1.211 0.253
H 0.723 2.990 -0.444 0.273
H -2.914 4.137 1.855 0.323
C -2.553 -0.951 -0.879 -0.177
C -3.583 -1.867 -0.300 -0.706
O -4.773 -1.915 -1.003 -0.526
O -1.272 -1.142 -0.366 -0.262
H -2.814 0.135 -0.682 0.121
H -2.647 -1.036 -1.967 0.358
H -3.820 -1.521 0.700 0.404
H -3.155 -2.886 -0.318 0.300
H -5.324 -1.227 -0.653 0.317
H -1.357 -1.213 0.585 0.226
C 1.721 -1.139 -3.284 -0.795
C 3.013 -0.458 -3.073 -0.207
O 2.845 0.447 -1.918 -0.423
O 1.215 -1.870 -2.248 -0.415
H 1.671 -1.668 -4.185 0.600
H 1.006 -0.315 -3.473 0.248
H 3.273 0.197 -3.886 0.347
H 3.716 -1.293 -3.049 0.293
H 3.599 1.053 -1.913 0.259
H 0.925 -2.644 -2.757 0.334